1.
C19H66N4O14 | ωB97M-V/def2-TZVPD

Structure (XYZ):
```
103
Properties=species:S:1:pos:R:3:forces:R:3
C -7.5092 -0.0158 14.5145 -1.5 -1.5 -1.5
C -7.5163 1.4726 14.3970 -1.4 0.6 0.7
O -6.2073 1.9237 14.3481 1.4 0.4 0.4
H -6.8832 -0.5277 13.7793 0.5 0.6 0.0
H -8.4646 -0.6016 14.3351 0.5 1.3 0.4
H -7.1840 -0.2865 15.4701 0.7 -0.5 1.5
H -8.1171 1.9942 15.1906 0.6 -0.7 0.1
H -8.0399 1.8688 13.5655 -0.7 -0.1 -1.4
H -6.2582 2.8986 14.3413 -0.1 -0.2 0.0
C -9.1734 6.7658 11.8262 -1.8 1.7 -0.2
C -9.5380 7.8156 12.8531 -1.8 1.1 -2.5
O -9.1116 7.4010 14.0514 1.8 -1.8 3.1
H -9.6920 6.9936 10.9096 0.0 0.4 -0.7
H -9.6031 5.8244 12.0781 0.2 -0.8 0.6
H -8.1387 6.8039 11.6574 1.4 -0.5 -0.2
H -10.6108 8.0365 12.9516 -0.3 -0.7 -0.6
H -9.1843 8.8297 12.7108 0.8 0.2 -1.0
H -9.5483 7.9547 14.6669 -0.4 0.6 1.5
C -10.8428 3.5695 16.0381 0.2 0.5 -0.2
C -10.3511 4.4772 14.9315 0.4 1.7 0.7
O -9.6460 3.8560 13.8976 -1.6 -1.5 -0.4
H -11.6020 2.9273 15.6622 -0.7 -0.7 -0.2
H -11.2712 4.1706 16.8717 0.4 -0.4 -0.5
H -10.0004 2.9590 16.3542 0.0 -0.1 0.4
H -9.6143 5.1339 15.3850 -0.1 0.5 0.4
H -11.1495 5.1637 14.5684 0.2 -0.6 0.0
H -8.9139 4.4066 13.6718 1.0 0.5 0.0
C -3.1366 3.9528 14.1131 0.6 -0.5 -1.0
C -3.4956 5.3109 14.6678 1.2 0.4 -0.4
O -3.6108 5.1879 16.0818 0.5 0.6 0.3
H -3.3043 3.8156 13.0169 0.1 0.5 0.6
H -3.7582 3.1676 14.5764 0.6 0.1 0.1
H -2.0325 3.8562 14.2696 -1.0 -0.6 0.1
H -4.4261 5.6842 14.2821 -0.4 0.4 -0.4
H -2.6555 6.0301 14.3692 -1.4 -0.7 0.8
H -4.4868 4.8252 16.2469 0.4 -0.1 -0.1
C -3.7692 6.5833 8.0644 -0.2 -0.8 -0.5
C -4.3753 7.3164 6.9357 0.7 -0.7 -1.4
O -4.3193 6.5172 5.7546 0.7 -0.5 0.2
H -2.7370 6.2978 7.9759 0.5 -0.2 -0.7
H -4.3806 5.6777 8.2025 0.3 0.3 0.5
H -3.7636 7.2742 8.8541 -0.5 0.5 1.7
H -3.9464 8.2819 6.7304 0.4 0.5 0.1
H -5.4007 7.4236 7.1163 -1.6 0.7 0.7
H -4.7184 7.0594 5.0931 -0.4 0.2 -1.0
C -8.1232 2.1234 7.7242 7.1 2.7 3.4
O -7.0637 2.8197 8.1858 -3.9 -3.6 -1.9
N -9.0797 2.7557 7.1790 -5.9 0.8 -3.3
N -8.3302 0.8456 7.8452 0.1 -4.0 0.4
H -8.8942 3.6551 6.8184 0.0 0.9 -0.3
H -9.8663 2.1800 6.7308 1.7 1.6 0.7
H -7.5292 0.2998 8.1388 -0.4 -0.2 0.4
H -9.2003 0.3198 7.5835 1.5 1.1 0.3
C -6.8078 5.1670 15.6589 -0.1 -4.7 -5.1
O -7.0206 4.4724 14.4937 0.6 3.1 4.8
N -6.2525 4.6149 16.7134 0.9 -3.1 2.1
N -7.0530 6.4180 15.7606 -1.7 4.2 -0.4
H -6.1312 3.5886 16.8385 -0.3 1.2 -0.7
H -5.9678 5.1498 17.5190 -0.3 0.2 -0.1
H -7.6616 6.7988 15.0068 0.4 0.0 0.5
H -6.7833 7.0415 16.5456 -0.6 -1.1 -0.6
C -7.5787 0.6044 11.0819 -1.2 1.5 1.1
O -6.7352 -0.2348 10.3803 0.8 -0.4 -1.0
H -8.1732 0.2022 11.9384 1.3 -0.4 -0.3
H -8.4077 0.9360 10.4701 0.0 0.5 -0.7
H -6.9523 1.4780 11.3670 -1.0 -0.3 0.5
H -6.0783 0.4214 10.0638 -0.2 -1.2 0.3
C -3.9946 0.8418 9.3008 1.1 -1.9 -2.1
O -4.2189 0.8067 10.6522 0.6 0.6 1.7
H -3.0078 1.1584 8.9154 -0.1 -0.1 0.7
H -4.6977 1.4350 8.7962 -1.2 1.1 -0.8
H -4.1319 -0.1989 8.9522 0.1 0.4 -0.1
H -3.6709 1.4874 11.0459 -0.1 0.1 0.4
C -5.7917 4.2691 11.1704 0.2 -2.5 -2.0
O -6.0565 5.3598 11.9209 0.0 1.8 1.2
H -5.2792 3.4693 11.7123 0.1 -0.1 0.3
H -5.1487 4.5173 10.3377 0.1 0.2 -0.4
H -6.7229 3.8315 10.7801 0.3 0.0 -0.3
H -6.4892 4.9725 12.6773 -0.4 0.5 1.3
C -7.4612 5.9394 8.5727 0.8 0.2 1.0
O -8.3049 6.8235 7.9335 -2.2 0.2 -1.8
H -6.5734 6.4855 8.8077 0.9 0.4 -0.1
H -7.1705 5.0840 7.9783 -0.2 -0.5 0.2
H -7.8605 5.7683 9.5620 -0.2 -1.1 0.3
H -9.0774 6.2975 7.6101 0.9 0.9 0.5
C -2.6425 6.3659 11.3161 -2.1 -2.6 1.6
O -3.7296 7.0380 11.9923 0.0 -1.2 -0.7
H -1.8049 6.9388 11.0776 0.8 1.5 -0.6
H -3.0695 5.7751 10.4871 0.6 0.6 -0.2
H -2.2689 5.5815 12.0093 0.1 0.3 -0.2
H -4.4149 6.3040 12.0352 0.6 1.5 0.2
C -9.8784 3.4375 10.6255 1.6 -0.4 1.4
O -10.5678 3.5399 9.4594 -1.3 0.3 -1.7
H -10.3791 3.9116 11.4369 -0.8 0.1 0.5
H -8.9092 3.9328 10.5752 0.4 0.1 -0.1
H -9.6843 2.3966 10.8749 -0.1 -0.1 0.4
H -10.0390 3.0915 8.7913 -0.2 0.3 -0.1
C -5.9941 8.8424 13.5317 -1.1 -0.3 -0.3
O -5.4537 8.3584 14.7156 1.9 1.1 0.7
H -5.3052 9.4282 12.9398 0.5 0.0 0.3
H -6.8615 9.4607 13.7587 -0.3 0.2 -0.2
H -6.3008 8.0069 12.9176 -0.3 -0.2 -0.5
H -5.9641 7.6667 15.1067 -0.2 -0.4 -0.5
```
Positions in Å, forces in eV/Å.

## Properties
- LUMO energy (eV) = 0.03
- orbital gap (Ha) = 0.34094
- E_tot (Eh) = -2035.6384
- highest occupied orbital energy (eV) = -9.2520
- ΔE to the lowest compared entry with this formula, charge and spin (kcal/mol) = 23.6

Here are the Löwdin charges for atoms 1 to 5, given in e: number 1, C, carries -0.088; number 2, C, carries -0.375; number 3, O, carries -0.093; number 4, H, carries 0.075; number 5, H, carries 0.099

---

2.
C19H68N16O15 | ωB97M-V/def2-TZVPD

Structure (XYZ):
```
118
Properties=species:S:1:pos:R:3:forces:R:3
C 1.1351 0.0460 0.1275 1.5 0.7 -1.3
C -0.2937 -0.2770 0.0959 0.3 0.6 -2.9
O -0.3442 -1.6417 0.4112 -0.4 0.3 0.4
H 1.4002 -0.0520 1.1489 0.9 0.2 0.5
H 1.5115 0.9969 -0.2991 -0.7 0.0 0.6
H 1.6883 -0.6371 -0.5283 0.0 -0.4 0.5
H -0.6148 -0.1844 -0.9807 -0.3 0.2 0.9
H -0.8148 0.4182 0.7327 -0.9 -0.3 0.5
H -1.2449 -1.8634 0.1934 -0.6 -0.8 0.1
C 2.7309 3.4444 -3.7037 -0.3 -0.3 -1.9
C 3.6830 3.3068 -2.5422 -0.3 -0.2 -0.2
O 3.3549 2.0662 -1.9221 -0.8 0.1 -4.2
H 2.4775 4.4890 -3.9197 0.5 -0.1 -0.2
H 1.7447 2.9860 -3.5669 0.4 -0.1 0.5
H 3.1267 2.9277 -4.6233 -0.3 0.7 0.7
H 3.4721 4.1630 -1.8967 0.4 -0.2 0.4
H 4.7413 3.3401 -2.9101 -0.7 0.0 0.5
H 3.5869 2.0143 -1.0573 1.4 -0.2 4.3
C 0.8131 0.4252 -3.8017 1.5 -0.2 -2.0
C -0.3722 -0.3046 -4.2174 -1.7 1.0 -1.1
O -1.4840 0.6270 -4.2206 -0.7 0.1 -1.1
H 1.5250 -0.3548 -3.6061 1.0 0.0 0.1
H 0.6727 0.9664 -2.9164 -0.2 1.0 1.2
H 1.1161 1.0130 -4.6965 0.3 0.1 1.1
H -0.5312 -1.1012 -3.4883 -0.8 -0.3 -0.7
H -0.2929 -0.4993 -5.3002 0.3 -1.4 0.7
H -1.7424 0.8504 -5.1508 0.3 -0.4 1.5
C 0.6502 4.4769 0.0944 0.1 1.2 -0.8
C 0.3698 3.4892 -1.0808 1.6 2.7 0.3
O -0.5314 2.5851 -0.7192 -2.2 -2.8 2.1
H 0.8588 3.9468 1.0310 0.3 0.0 -0.3
H -0.2527 5.0960 0.3283 0.6 -0.5 -0.4
H 1.4430 5.2450 -0.1668 -0.6 -1.1 0.4
H 1.2284 2.9768 -1.4700 1.0 0.2 0.0
H -0.1146 3.9742 -1.8990 0.1 1.0 -0.8
H -0.1737 2.0061 -0.0288 -0.1 0.1 0.1
C 3.8285 0.6307 2.0275 0.9 -0.1 -6.6
O 3.7966 0.5799 0.6797 0.4 0.6 5.6
N 3.6203 1.7112 2.6988 -0.4 5.9 1.4
N 4.1102 -0.3913 2.7836 3.6 -4.2 0.9
H 3.4516 2.6446 2.2084 0.3 -2.1 1.0
H 3.7624 1.7425 3.7371 0.2 0.1 -1.8
H 4.6141 -1.0805 2.1578 -0.9 0.3 1.2
H 4.1938 -0.5576 3.8502 -0.5 1.0 -2.6
C 4.3882 -2.4141 -1.1231 0.8 -0.5 6.2
O 4.3934 -2.7020 0.1872 -0.2 1.1 -5.0
N 4.7532 -3.2782 -2.0212 1.0 -3.3 -0.5
N 4.1977 -1.2318 -1.5907 -1.5 6.6 -0.3
H 4.7533 -4.1615 -1.5731 0.2 -1.3 -0.3
H 4.5354 -3.2406 -2.9855 -0.3 0.3 -0.6
H 4.0426 -0.4810 -0.8822 0.1 -1.0 -0.4
H 4.2560 -0.7867 -2.5390 0.1 -1.7 1.2
C -3.7952 1.8905 -1.4571 -6.0 -2.7 -5.0
O -4.9644 1.4652 -2.0654 5.3 2.1 2.9
N -3.8212 2.7906 -0.5089 -3.8 2.2 2.3
N -2.6097 1.4970 -1.8871 2.8 -1.1 -2.0
H -4.7850 2.9609 -0.0845 1.8 -0.6 -1.2
H -3.1614 2.8360 0.2154 1.3 -0.5 0.5
H -2.3367 1.0261 -2.8402 -1.6 1.3 2.0
H -1.7454 1.8594 -1.4411 -1.1 0.0 -0.3
C -3.1614 3.7687 2.4831 2.1 -5.0 6.8
O -3.1525 2.9736 3.6377 -0.6 3.6 -5.2
N -4.1109 4.5880 2.2677 -5.7 2.5 1.6
N -2.1801 3.7945 1.6480 3.6 -1.2 -1.6
H -4.8401 4.5863 3.0326 1.2 0.1 -1.5
H -4.1665 5.3118 1.5634 0.3 -0.4 0.1
H -1.3595 3.1376 1.6716 -0.9 0.3 0.9
H -2.1858 4.3716 0.8373 -0.3 0.5 -0.3
C 0.0578 -4.8796 0.5684 6.6 5.1 2.2
O 1.0215 -3.9725 0.9884 -5.4 -5.1 -2.3
N -0.7061 -5.5785 1.3221 0.2 -3.0 6.0
N -0.2558 -5.1326 -0.6477 2.2 1.9 -5.1
H -0.4080 -5.5506 2.3048 -0.3 -0.5 -0.4
H -1.0723 -6.4445 0.9545 0.0 0.0 0.4
H 0.4915 -4.7249 -1.1879 -0.1 -0.2 -1.2
H -0.7621 -5.8325 -1.1394 -0.5 -0.7 0.6
C 1.1417 -1.4093 3.4867 0.9 -2.0 7.7
O 1.5585 -1.1990 4.7776 -1.1 0.7 -4.8
N -0.0791 -1.7915 3.2445 -3.5 0.5 1.7
N 1.9407 -1.7799 2.5451 1.8 0.3 -2.6
H -0.8007 -1.7744 3.9823 0.9 0.1 -1.0
H -0.2526 -2.1466 2.3332 -0.7 -0.1 -0.6
H 1.5547 -1.9064 1.6078 0.4 -0.4 0.5
H 2.8176 -1.3125 2.6065 0.1 -0.6 -0.4
C -3.2317 -3.3652 0.8129 -5.3 4.1 1.2
O -4.2523 -2.5142 1.0969 4.2 -3.5 -1.0
N -2.4859 -3.2373 -0.2478 0.8 0.3 -1.9
N -2.9049 -4.4193 1.5121 0.3 -1.9 2.6
H -2.6680 -2.3917 -0.7866 0.2 0.0 -0.5
H -1.7662 -3.9198 -0.4819 -0.6 0.7 0.0
H -3.2463 -4.4713 2.4500 -0.7 0.2 0.3
H -1.9074 -4.7739 1.4652 -2.2 0.9 -0.1
C 0.0874 1.9303 3.5964 0.1 0.5 -3.7
O -0.1634 1.9991 2.3028 0.7 -0.2 3.4
N -0.7755 2.1811 4.5618 1.2 -0.1 1.9
N 1.3275 1.6713 4.0456 2.0 -0.3 -1.3
H -1.6713 2.5481 4.3828 -1.8 0.5 -0.8
H -0.3430 2.4121 5.4613 -0.5 -0.3 -0.6
H 1.4308 1.2655 4.9712 -0.1 -0.2 -0.5
H 2.1212 1.5013 3.3288 -2.9 0.2 1.8
C -4.1718 -1.2891 -2.2032 1.5 0.7 -1.0
O -2.9049 -1.0619 -1.4854 -1.6 -2.4 -1.9
H -4.2248 -2.2891 -2.5530 0.2 -1.2 0.2
H -4.3306 -0.6773 -3.1072 0.7 0.2 0.5
H -4.9584 -1.0476 -1.5735 -1.5 0.2 1.3
H -2.8095 -0.1351 -1.4222 0.3 2.0 0.4
C 1.1854 -2.9629 -2.4070 1.6 1.4 1.8
O 1.5961 -4.2898 -2.4751 0.8 -1.2 -1.9
H 1.1800 -2.6632 -1.3390 0.0 0.1 -0.7
H 0.2412 -2.9306 -2.8000 -2.8 0.6 -0.8
H 1.8103 -2.2988 -3.0089 0.3 0.0 0.2
H 1.4721 -4.4653 -3.4346 0.4 -0.7 1.0
C -2.9716 -0.2262 2.5764 1.4 0.8 -0.5
O -3.3839 0.1460 1.3039 -1.7 0.8 -1.2
H -3.7057 -0.5531 3.2520 -1.5 -0.6 0.7
H -2.4845 0.6252 3.0395 0.4 -0.1 0.0
H -2.3262 -1.0175 2.3019 1.3 -1.1 1.1
H -3.8556 -0.6468 0.9782 0.0 0.2 -0.2
```
Positions in Å, forces in eV/Å.

## Properties
- LUMO energy (eV) = -0.08
- orbital gap (Ha) = 0.29656
- E_tot (Eh) = -2769.2777
- highest occupied orbital energy (eV) = -8.1543
- ΔE to the lowest compared entry with this formula, charge and spin (kcal/mol) = 41.1

Here are the Löwdin charges for atoms 1 to 5, given in e: number 1, C, carries -0.093; number 2, C, carries -0.309; number 3, O, carries -0.088; number 4, H, carries 0.044; number 5, H, carries 0.080

---

3.
C19H68N18O15 | ωB97M-V/def2-TZVPD

Structure (XYZ):
```
120
Properties=species:S:1:pos:R:3:forces:R:3
C 0.7666 -2.1242 -2.9402 1.9 0.3 2.2
C 1.9246 -3.1072 -2.7442 -2.2 1.1 0.0
O 2.9226 -3.0792 -3.7172 0.4 -0.9 -0.1
H 0.0866 -2.3902 -2.1092 0.3 0.7 -0.3
H 0.2276 -2.1962 -3.8312 -0.6 -0.2 -1.6
H 1.2496 -1.1122 -2.7942 -1.1 -0.7 -0.2
H 1.5436 -4.0712 -2.5722 -0.7 -1.7 -0.4
H 2.3256 -2.8842 -1.7962 0.8 0.6 1.4
H 3.4686 -3.7822 -3.3342 0.7 0.2 -1.0
C 0.7896 0.9758 -0.1532 -0.1 -0.6 -0.4
C -0.1554 -0.2382 -0.1752 -0.8 1.8 -0.4
O 0.4466 -1.3952 0.2758 1.3 -0.9 -0.3
H 1.1956 1.1878 0.8428 -0.5 0.2 0.0
H 0.2726 1.8228 -0.6322 0.3 -0.2 0.4
H 1.6866 0.7198 -0.7332 -0.2 0.2 -0.3
H -0.5674 -0.3072 -1.2022 0.2 -0.3 0.5
H -0.9814 -0.0642 0.5028 -0.3 0.6 -0.1
H 1.3066 -1.0922 0.5968 0.1 -0.7 0.3
C -2.9044 -4.4172 3.0698 0.2 -0.6 -0.8
C -2.6704 -4.2352 1.5448 0.3 -0.8 1.2
O -1.5114 -3.4192 1.4028 0.3 0.2 -1.0
H -3.8364 -4.9532 3.1558 -0.6 0.0 0.4
H -2.9754 -3.4152 3.4968 -0.1 -0.3 0.3
H -2.1404 -5.0622 3.5978 -0.5 1.1 -0.8
H -3.5194 -3.7672 1.0228 0.1 -0.1 0.3
H -2.5264 -5.2692 1.1088 0.3 1.3 0.1
H -1.6934 -2.4832 1.6568 -0.1 -0.9 -0.4
C -2.7644 -3.7802 -2.3972 1.0 -1.3 -0.9
C -2.6564 -2.3672 -1.8372 -1.0 -1.9 -2.0
O -4.0024 -2.1022 -1.5082 0.5 1.0 2.3
H -1.8224 -4.1542 -2.8682 -0.4 0.2 0.6
H -3.4994 -3.8542 -3.2282 0.2 0.3 0.5
H -3.0994 -4.5012 -1.6142 0.4 0.6 -0.5
H -2.3644 -1.6572 -2.5992 0.6 0.3 -0.2
H -1.9304 -2.3792 -1.0272 -0.6 0.4 0.6
H -4.5774 -2.1802 -2.2522 -0.4 0.0 -0.8
C 1.9396 2.4008 3.2018 2.7 -6.6 -1.2
O 2.5806 1.1968 2.8118 -3.2 6.2 1.6
N 0.6686 2.6498 3.1748 -2.4 -0.4 -0.7
N 2.5706 3.3558 3.8148 6.0 0.6 0.3
H -0.0634 2.0808 2.7818 -0.3 -0.3 -0.2
H 0.3976 3.4158 3.7578 -0.7 0.1 0.0
H 3.6206 3.3148 3.6958 -1.8 0.1 0.6
H 2.2156 4.2488 4.0538 -0.5 0.5 0.0
C -0.6214 1.3988 -3.6562 -4.9 -0.2 5.4
O -1.6534 1.2068 -2.8532 3.1 1.2 -3.1
N -0.4414 0.6928 -4.7122 -1.4 -3.2 -3.2
N 0.3356 2.2278 -3.4272 1.4 3.0 2.2
H -1.2614 0.0898 -4.8292 1.0 -0.3 -0.3
H 0.4896 0.3588 -4.8892 -0.1 -0.2 -0.5
H 0.3186 3.0378 -2.8162 -0.5 -0.8 0.5
H 1.1196 2.2088 -3.9932 1.5 0.0 -1.5
C 3.9276 -1.5232 1.8258 3.1 -7.4 0.8
O 4.6436 -2.8052 1.7498 -4.3 6.2 0.2
N 4.5656 -0.4112 1.6778 4.3 2.1 0.1
N 2.6446 -1.3752 2.0878 -1.0 0.7 -0.1
H 5.6136 -0.4242 1.7548 -1.7 -0.2 -0.2
H 4.0886 0.3898 2.0528 -0.1 0.7 0.0
H 2.1826 -2.2312 2.2008 -0.9 -0.7 -0.1
H 2.2196 -0.5262 2.5458 1.0 -0.8 -0.7
C 4.5996 -0.2042 -2.0282 5.2 3.9 -0.5
O 5.6626 0.7228 -1.9192 -5.4 -4.6 -0.3
N 3.9396 -0.7452 -1.0652 -0.6 0.0 5.2
N 4.1956 -0.7162 -3.1712 3.3 2.0 -4.8
H 4.3596 -0.6202 -0.1182 -1.0 0.1 -1.1
H 3.0316 -1.1992 -1.1552 0.8 0.1 -0.1
H 5.0266 -0.5552 -3.8382 -2.4 -0.5 0.7
H 3.6216 -1.5362 -3.3022 0.4 -0.2 0.1
C -4.9114 2.0338 -1.4622 -7.5 -0.2 4.8
O -6.0834 1.8168 -0.7422 6.0 1.2 -4.5
N -3.7304 1.6848 -1.1162 5.4 -4.8 2.7
N -4.6894 2.9098 -2.4092 -3.5 3.5 -4.7
H -3.5534 1.0228 -0.3492 -0.7 0.5 -0.3
H -2.9434 1.6288 -1.8142 -1.3 -0.1 0.8
H -5.5534 3.3028 -2.8762 1.9 -0.5 0.6
H -3.7554 3.0338 -2.8242 -1.3 -0.1 0.2
C -1.5744 3.4638 0.6028 -4.3 -8.2 3.5
O -1.9564 2.3558 1.3858 2.6 5.0 -3.0
N -0.5184 4.1748 0.7798 2.6 2.8 0.6
N -2.2534 3.7978 -0.4332 -2.3 -0.4 -1.5
H 0.1546 3.8958 1.4298 0.8 0.0 1.4
H -0.6864 5.1398 0.5258 0.6 0.3 0.2
H -2.9614 3.1238 -0.7302 -0.3 0.1 0.6
H -1.8634 4.3438 -1.1642 0.5 1.2 -0.3
C 1.2416 -3.5882 3.3978 -4.6 2.2 5.6
O 0.1936 -3.2152 4.2548 4.1 -1.6 -4.3
N 2.4586 -3.4402 3.8528 1.1 0.0 3.8
N 1.1346 -3.9092 2.1398 -2.3 -0.7 -2.8
H 2.6156 -3.1492 4.8498 -0.5 -0.6 -1.8
H 3.2446 -3.6032 3.2818 1.3 -0.1 -0.8
H 0.1686 -3.7302 1.7238 1.1 -0.6 0.4
H 1.8406 -4.4312 1.6088 -0.4 0.6 0.6
C -4.5014 -0.8842 1.4718 -8.6 -0.7 -2.3
O -5.7774 -1.0262 0.9418 6.4 0.3 2.6
N -3.4094 -0.8502 0.8138 3.7 -0.2 -6.1
N -4.2374 -0.7812 2.7228 -2.1 0.3 5.0
H -3.5904 -1.1632 -0.1752 0.6 0.8 1.2
H -2.4994 -0.4572 1.1188 -1.5 -0.6 -0.1
H -5.0204 -0.9932 3.3388 0.6 0.4 0.0
H -3.2854 -0.8812 3.0168 0.0 -0.3 0.4
C 0.2396 5.2768 -2.2492 -5.6 4.4 0.8
O -0.8764 5.8468 -1.7602 4.3 -2.0 -2.2
N 0.7606 5.4948 -3.4352 0.7 0.3 -1.9
N 0.8936 4.4078 -1.5832 0.9 -3.1 4.4
H 0.3766 6.1778 -4.0482 -0.1 0.2 -0.4
H 1.4956 4.8558 -3.7362 -0.4 0.8 -0.2
H 0.4486 4.2308 -0.6352 1.1 -0.2 -1.2
H 1.8636 4.1848 -1.7412 0.1 0.1 0.1
C -1.1624 -0.2652 3.8668 -0.1 -0.5 1.2
O -1.4934 -1.3462 3.0328 0.0 1.3 -0.9
H -1.6254 0.6138 3.4868 -0.3 0.8 -0.5
H -0.1074 -0.1042 4.0868 0.3 -0.2 -0.6
H -1.5974 -0.4772 4.8358 -0.2 0.2 0.5
H -1.1584 -2.1382 3.4318 1.0 -1.4 0.8
C 3.6706 2.8868 0.0708 -0.2 2.5 2.4
O 4.3486 4.0488 -0.4482 -1.2 0.3 -0.2
H 3.5476 2.1328 -0.6222 -0.1 -1.7 -1.5
H 2.6406 3.1328 0.5468 1.6 0.2 -1.2
H 4.2646 2.5998 0.9208 0.1 -0.9 0.3
H 5.2176 3.8248 -0.7982 -0.2 -0.5 0.1
```
Positions in Å, forces in eV/Å.

## Properties
- LUMO energy (eV) = -0.37
- orbital gap (Ha) = 0.26682
- E_tot (Eh) = -2878.8161
- highest occupied orbital energy (eV) = -7.6264
- ΔE to the lowest compared entry with this formula, charge and spin (kcal/mol) = 28.9

Here are the Löwdin charges for atoms 1 to 5, given in e: number 1, C, carries -0.050; number 2, C, carries -0.328; number 3, O, carries -0.060; number 4, H, carries 0.071; number 5, H, carries 0.054

---

> The lowest highest occupied orbital energy belongs to which entry?

C19H66N4O14